[1]
Here is a 2-piece molecular cluster, C11H10Br overall in a non-equilibrium geometry from the Open Molecules 2025 dataset. Energies are from wB97M-V/def2-TZVPD.

```
22
C11H10Br | the Open Molecules 2025 dataset | wB97M-V/def2-TZVPD
Br -2.809 -1.185 -4.014
H -2.903 -0.548 -2.785
C -3.135 -0.287 -0.298
C -1.811 0.117 -0.212
C -0.902 -0.743 0.519
C 0.426 -0.403 0.856
C 0.978 0.828 0.283
C 2.348 1.096 0.389
C 3.186 0.237 1.108
C 2.649 -0.933 1.716
C 1.320 -1.250 1.603
C 0.153 1.621 -0.580
C -1.162 1.284 -0.858
H -3.910 0.319 -0.881
H -3.286 -1.401 -0.339
H -1.327 -1.696 0.874
H 2.763 1.928 -0.173
H 4.265 0.415 1.159
H 3.343 -1.617 2.224
H 0.935 -2.196 1.999
H 0.596 2.513 -1.031
H -1.718 1.898 -1.560
```

Computed properties:
LUMO energy (spin up / spin down) in eV: 0.412 / -1.122
Frontier orbital gap (spin up / spin down) in eV: 7.83 / 7.43
ΔE to the lowest compared entry with this formula, charge and spin in kcal per mole: 4.1
Spin multiplicity: 2
HOMO level (spin up / spin down) in eV: -7.4 / -8.6

[2]
Here is C48H72ClO8RbS as an isolated structure from the Open Molecules 2025 dataset. Energies are from wB97M-V/def2-TZVPD.

```
131
C48H72ClO8RbS | the Open Molecules 2025 dataset | wB97M-V/def2-TZVPD
Rb 1.103 -0.618 3.327
C -0.718 0.363 -0.491
O -0.623 -0.285 0.777
C -1.838 -0.656 1.297
C -2.351 -1.926 1.025
C -1.577 -3.056 0.363
C -0.630 -2.757 -0.766
C -1.126 -2.752 -2.060
C -0.335 -2.462 -3.165
C 0.994 -2.143 -2.901
C 1.535 -2.119 -1.627
C 2.942 -1.587 -1.435
C 2.939 -0.076 -1.551
C 2.871 0.513 -2.813
C 2.723 1.878 -2.983
C 2.615 2.661 -1.837
C 2.686 2.130 -0.558
C 2.409 3.031 0.625
C 0.916 3.200 0.818
C 0.174 4.011 -0.022
C -1.215 4.085 0.029
C -1.845 3.259 0.966
C -1.151 2.425 1.815
C -1.881 1.484 2.738
C -2.508 0.224 2.165
C -3.759 -0.153 2.634
C -4.347 -1.373 2.310
C -3.615 -2.244 1.523
C -5.723 -1.719 2.873
C -5.647 -1.763 4.405
C -6.227 -3.077 2.383
C -6.738 -0.651 2.444
C 0.284 2.424 1.834
O 0.943 1.749 2.684
C -2.049 4.977 -0.883
C -1.187 5.797 -1.845
C -2.999 4.115 -1.729
C -2.878 5.954 -0.038
C 2.900 0.750 -0.428
O 3.061 0.193 0.824
C 4.400 0.304 1.287
C 2.621 2.539 -4.354
C 3.687 3.635 -4.483
C 1.227 3.162 -4.503
C 2.826 1.545 -5.498
C 0.743 -2.492 -0.505
O 1.239 -2.579 0.689
C -0.860 -2.429 -4.597
C -0.717 -1.007 -5.159
C -2.335 -2.827 -4.685
C -0.055 -3.399 -5.475
H -1.282 1.294 -0.406
H 0.301 0.583 -0.799
H -1.181 -0.304 -1.222
H -1.030 -3.561 1.163
H -2.322 -3.775 0.007
H -2.180 -2.976 -2.184
H 1.645 -1.881 -3.729
H 3.328 -1.893 -0.466
H 3.599 -1.996 -2.210
H 2.930 -0.138 -3.673
H 2.451 3.727 -1.929
H 2.816 2.608 1.543
H 2.884 4.001 0.440
H 0.713 4.597 -0.758
H -2.932 3.232 1.012
H -1.161 1.178 3.507
H -2.673 2.036 3.259
H -4.270 0.531 3.302
H -4.002 -3.228 1.294
H -4.921 -2.509 4.730
H -5.338 -0.802 4.813
H -6.621 -2.017 4.829
H -5.578 -3.887 2.715
H -7.226 -3.262 2.782
H -6.286 -3.110 1.294
H -6.447 0.337 2.796
H -6.813 -0.609 1.356
H -7.727 -0.880 2.851
H -0.605 5.152 -2.502
H -1.825 6.427 -2.470
H -0.496 6.446 -1.305
H -2.430 3.434 -2.362
H -3.650 3.512 -1.097
H -3.629 4.741 -2.368
H -2.223 6.571 0.580
H -3.478 6.611 -0.676
H -3.552 5.417 0.628
H 4.795 1.308 1.094
H 4.392 0.122 2.361
H 5.036 -0.439 0.791
H 3.562 4.401 -3.719
H 4.686 3.212 -4.372
H 3.621 4.117 -5.461
H 1.040 3.897 -3.722
H 1.129 3.657 -5.473
H 0.457 2.394 -4.425
H 3.807 1.072 -5.444
H 2.068 0.763 -5.488
H 2.754 2.068 -6.455
H -1.278 -0.299 -4.549
H 0.326 -0.691 -5.152
H -1.085 -0.954 -6.187
H -2.965 -2.144 -4.116
H -2.663 -2.799 -5.727
H -2.497 -3.836 -4.305
H 1.003 -3.137 -5.482
H -0.142 -4.418 -5.096
H -0.416 -3.378 -6.507
O 0.160 -3.049 3.180
H 0.596 -3.911 3.112
H 0.368 -2.674 2.297
O 3.654 -2.839 1.939
H 3.718 -2.177 2.641
H 2.846 -2.602 1.424
O 1.791 -5.024 1.866
H 1.505 -4.308 1.267
H 2.622 -4.648 2.195
O 3.815 0.476 4.566
H 3.261 1.165 4.178
H 3.296 0.238 5.368
Cl 1.634 -0.096 6.699
C 4.175 -2.589 7.092
S 3.995 -3.286 5.446
C 5.439 -4.366 5.444
H 4.096 -3.369 7.850
H 3.370 -1.866 7.217
H 5.133 -2.078 7.185
H 6.355 -3.795 5.597
H 5.490 -4.850 4.471
H 5.361 -5.134 6.215
```

Computed properties:
LUMO energy in eV: 3.764
Frontier orbital gap in eV: 5.71
ΔE to the lowest compared entry with this formula, charge and spin in kcal per mole: 0.0
HOMO level in eV: -1.9
Total charge: -2

[3]
Here is a 19-piece molecular cluster, C10H59NO20P overall in a non-equilibrium geometry from the Open Molecules 2025 dataset. Energies are from wB97M-V/def2-TZVPD.

```
91
C10H59NO20P | the Open Molecules 2025 dataset | wB97M-V/def2-TZVPD
C -0.252 -0.227 3.674
C 0.427 0.472 2.500
C 1.216 -0.569 1.703
O 0.843 -0.759 0.367
P 2.043 -1.710 -0.493
C 1.449 -3.377 0.245
C 0.971 -1.946 -2.044
C -0.467 -1.450 -1.907
O 3.142 -1.560 0.908
C 2.735 -0.576 1.811
C 3.451 0.743 1.420
C 4.846 0.722 1.945
C 5.703 -0.426 1.608
N 5.326 1.635 2.692
H -0.971 0.411 4.181
H 0.472 -0.643 4.366
H -0.814 -1.061 3.266
H -0.375 0.835 1.875
H 1.036 1.294 2.864
H 0.944 -1.521 2.180
H 3.162 -2.283 -1.235
H 2.500 -0.416 -1.020
H 0.465 -3.297 0.691
H 2.115 -3.627 1.057
H 1.514 -4.192 -0.469
H 1.438 -1.420 -2.865
H 0.984 -2.990 -2.332
H -0.918 -1.762 -0.971
H -1.108 -1.827 -2.699
H -0.479 -0.364 -1.935
H 3.035 -0.767 2.845
H 2.952 1.643 1.778
H 3.508 0.815 0.340
H 5.281 -1.295 2.109
H 5.645 -0.659 0.555
H 6.718 -0.309 1.963
H 4.624 2.353 2.864
O 2.243 -2.007 5.443
H 2.717 -1.378 5.998
H 2.328 -2.847 5.908
O -1.962 -0.233 0.547
H -2.192 0.380 -0.163
H -1.057 -0.521 0.320
O 7.690 2.006 0.342
H 7.157 1.921 1.147
H 8.195 2.815 0.474
O -2.013 2.377 -1.515
H -2.062 2.998 -0.774
H -2.385 2.860 -2.262
O -2.373 0.998 -3.587
H -1.474 1.066 -3.938
H -2.278 1.300 -2.675
O 0.282 -4.349 3.147
H 0.807 -3.773 3.715
H 0.300 -5.210 3.579
O 1.364 -2.172 -5.252
H 1.196 -3.083 -5.517
H 2.284 -2.015 -5.492
O -2.700 -4.418 -2.947
H -2.612 -3.899 -2.136
H -3.113 -3.805 -3.565
O -4.510 3.701 -3.188
H -4.497 2.794 -3.524
H -5.405 3.815 -2.848
O -1.823 2.228 -6.405
H -1.930 1.387 -6.863
H -2.642 2.327 -5.905
O -3.875 1.412 3.079
H -3.475 1.022 2.289
H -3.331 1.071 3.800
O -5.561 3.979 -5.980
H -5.545 4.917 -6.195
H -5.023 3.908 -5.179
O -2.784 4.207 0.870
H -2.835 3.729 1.708
H -3.708 4.278 0.591
O 0.485 1.800 -3.240
H 1.380 1.864 -3.590
H 0.560 2.092 -2.324
O -5.690 4.521 0.165
H -5.758 4.022 0.989
H -6.603 4.641 -0.119
O 6.454 -4.073 1.955
H 6.427 -3.539 2.756
H 5.973 -3.547 1.304
O -6.641 1.429 4.698
H -5.721 1.501 4.408
H -6.663 1.872 5.552
O -3.887 -2.384 -1.023
H -3.368 -1.970 -0.319
H -4.002 -1.678 -1.669
```

Computed properties:
LUMO energy in eV: 1.476
Frontier orbital gap in eV: 5.72
HOMO level in eV: -4.2
Total charge: -1

[4]
Here is a 3-piece molecular cluster, C2H10NO2S overall in a non-equilibrium geometry from the Open Molecules 2025 dataset. Energies are from wB97M-V/def2-TZVPD.

```
16
C2H10NO2S | the Open Molecules 2025 dataset | wB97M-V/def2-TZVPD
C -0.647 -1.285 0.629
C 0.147 0.002 1.018
S 1.576 0.196 -0.082
N -0.977 -1.435 -0.789
H -1.606 -1.227 1.225
H -0.154 -2.271 0.823
H 0.486 -0.024 2.071
H -0.622 0.794 0.966
H -0.196 -2.026 -1.013
H -1.050 -0.512 -1.137
H -2.632 -2.737 -1.218
H -2.944 -2.945 0.245
O -3.167 -3.268 -0.624
H 2.697 5.478 0.250
H 1.537 4.356 0.253
O 1.805 5.233 -0.065
```

Computed properties:
LUMO energy in eV: 3.541
Frontier orbital gap in eV: 6.28
ΔE to the lowest compared entry with this formula, charge and spin in kcal per mole: 20.9
HOMO level in eV: -2.7
Total charge: -1